Entry 1:
ORCA calculation (the ωB97M-V functional and the def2-TZVPD basis) on 2 unconnected molecules or ions with the total composition CHN2OS.

Last columns: bonded neighbours and bond lengths (Å).
Element x y z (Å)
1 S -0.88103 -0.75313 0.43620  C5 1.740
2 O 2.23091 -1.26971 0.23610  N3 1.296
3 N 1.54139 -0.22389 -0.09636  O2 1.296, H6 1.112
4 N -2.47512 1.65257 0.22898  C5 1.158
5 C -1.83604 0.70080 0.39081  S1 1.740, N4 1.158
6 H 1.41989 -0.10665 -1.19573  N3 1.112

Calculated values
Multiplicity: 1
Gap between HOMO and LUMO (alpha / beta), eV: 7.52 / 7.52
Net charge: -1
Energy above the lowest of the compared OMol25 structures with the same formula, charge and spin, kcal/mol: 31.54

Entry 2:
ORCA calculation (the ωB97M-V functional and the def2-TZVPD basis) on CHN3O2 in the gas phase.

Last columns: bonded neighbours and bond lengths (Å).
Element x y z (Å)
1 O -1.18547 1.23277 1.10961  C6 1.206
2 O -0.08011 1.16877 -0.91583  C6 1.273
3 N 0.11729 -0.58977 0.46299  N5 1.293, C6 1.526, H7 1.014
4 N 0.93785 -0.34538 -1.52550  N5 1.175
5 N 0.77867 -1.00589 -0.56660  N3 1.293, N4 1.175
6 C -0.48877 0.79083 0.22941  O1 1.206, O2 1.273, N3 1.526
7 H -0.07946 -1.25133 1.20591  N3 1.014

Calculated values
Multiplicity: 1
Gap between HOMO and LUMO, eV: 9.73
Energy above the lowest of the compared OMol25 structures with the same formula, charge and spin, kcal/mol: 37.51

Entry 3:
ORCA calculation (the ωB97M-V functional and the def2-TZVPD basis) on 2 unconnected molecules or ions with the total composition CHN3O2.

Last columns: bonded neighbours and bond lengths (Å).
Element x y z (Å)
1 O 2.98265 0.80564 -0.86074  N3 1.161
2 O 0.36898 -2.21697 -1.14854  C6 1.154
3 N 3.14476 0.43182 0.22627  O1 1.161, N5 1.099
4 N 0.82612 -0.37851 0.20115  C6 1.180, H7 1.037
5 N 3.48760 0.14970 1.23183  N3 1.099
6 C 0.50663 -1.28715 -0.47987  O2 1.154, N4 1.180
7 H 0.54410 0.35721 0.87582  N4 1.037

Calculated values
Multiplicity: 1
SMILES: N#[N+][O-].N=C=O
Gap between HOMO and LUMO, eV: 11.84
Energy above the lowest of the compared OMol25 structures with the same formula, charge and spin, kcal/mol: 27.90

Entry 4:
ORCA calculation (the ωB97M-V functional and the def2-TZVPD basis) on CHN3O2 in the gas phase.

Last columns: bonded neighbours and bond lengths (Å).
Element x y z (Å)
1 O -0.40039 -1.23946 -0.02903  N4 1.427, C6 1.348
2 O 1.70531 -0.22523 -0.04273  C6 1.320, H7 1.063
3 N -0.31975 0.95583 -0.09418  N5 1.328, C6 1.315
4 N -1.71674 -0.68845 -0.03348  O1 1.427, N5 1.296
5 N -1.59552 0.60122 0.00061  N3 1.328, N4 1.296
6 C 0.38941 -0.15118 -0.11991  O1 1.348, O2 1.320, N3 1.315
7 H 1.93768 0.74728 0.31873  O2 1.063

Calculated values
Multiplicity: 1
SMILES: Oc1nnno1
Gap between HOMO and LUMO, eV: 11.14
Energy above the lowest of the compared OMol25 structures with the same formula, charge and spin, kcal/mol: 38.92

Entry 5:
ORCA calculation (the ωB97M-V functional and the def2-TZVPD basis) on CHN3O2 in the gas phase.

Last columns: bonded neighbours and bond lengths (Å).
Element x y z (Å)
1 O 2.19231 0.20629 -0.19701  C6 1.266
2 O 0.32782 -1.02610 -0.00934  N4 1.487, C6 1.284
3 N -1.05186 0.83738 -0.16182  N4 1.315, N5 1.271
4 N -1.01847 -0.46913 -0.30500  O2 1.487, N3 1.315, H7 1.154
5 N 0.11692 1.29562 0.03853  N3 1.271, C6 1.459
6 C 0.94869 0.09730 0.01186  O1 1.266, O2 1.284, N5 1.459
7 H -1.51543 -0.94135 0.62277  N4 1.154

Calculated values
Multiplicity: 1
SMILES: O=c1nn[nH]o1
Gap between HOMO and LUMO, eV: 9.91
Energy above the lowest of the compared OMol25 structures with the same formula, charge and spin, kcal/mol: 70.73

Entry 6:
ORCA calculation (the ωB97M-V functional and the def2-TZVPD basis) on CHN3O3 in the gas phase.

Last columns: bonded neighbours and bond lengths (Å).
Element x y z (Å)
1 O 0.35821 -2.14985 -0.22839  N6 1.185
2 O 1.84840 1.38217 -0.19940  N4 1.194
3 O -2.23994 0.52305 -0.02999  N5 1.202
4 N 1.07280 0.95252 0.60043  O2 1.194, C7 1.482
5 N -1.23104 0.38600 0.60976  O3 1.202, C7 1.439
6 N 0.22085 -1.27021 0.55430  O1 1.185, C7 1.565
7 C 0.01792 0.15250 -0.06581  N4 1.482, N5 1.439, N6 1.565, H8 1.184
8 H -0.04722 0.02382 -1.24090  C7 1.184

Calculated values
Multiplicity: 1
SMILES: O=NC(N=O)N=O
Gap between HOMO and LUMO, eV: 8.19
Energy above the lowest of the compared OMol25 structures with the same formula, charge and spin, kcal/mol: 98.36

Entry 7:
ORCA calculation (the ωB97M-V functional and the def2-TZVPD basis) on 2 unconnected molecules or ions with the total composition CHN3O3.

Last columns: bonded neighbours and bond lengths (Å).
Element x y z (Å)
1 O 1.09846 -2.93686 2.76429  N6 1.185
2 O 0.09068 -0.17330 -0.15952  N4 1.414, H8 0.973
3 O 0.54809 0.20028 -2.30437  N4 1.207
4 N 0.40004 -0.64467 -1.45572  O2 1.414, O3 1.207, N5 1.207
5 N 0.49725 -1.83940 -1.59748  N4 1.207
6 N 0.75334 -2.70270 1.65562  O1 1.185, C7 1.178
7 C 0.03792 -2.67348 0.72078  N6 1.178
8 H -0.06946 0.78547 -0.19339  O2 0.973

Calculated values
Multiplicity: 1
Gap between HOMO and LUMO (alpha / beta), eV: 9.08 / 7.80
Energy above the lowest of the compared OMol25 structures with the same formula, charge and spin, kcal/mol: 152.42

Entry 8:
ORCA calculation (the ωB97M-V functional and the def2-TZVPD basis) on 2 unconnected molecules or ions with the total composition CHN3O3.

Last columns: bonded neighbours and bond lengths (Å).
Element x y z (Å)
1 O -1.31439 0.84046 -0.65031  N4 1.263, H8 1.030
2 O -1.16638 -0.79798 0.94365  N5 1.236
3 O 0.44329 -1.85667 -0.06563  N5 1.195
4 N -0.39223 0.04104 -0.97737  O1 1.263, N5 1.429
5 N -0.31928 -0.94487 0.05514  O2 1.236, O3 1.195, N4 1.429
6 N 2.72804 1.31007 0.46783  C7 1.131
7 C 1.80768 0.84346 0.00469  N6 1.131
8 H -1.78673 0.56450 0.22200  O1 1.030

Calculated values
Multiplicity: 1
Gap between HOMO and LUMO (alpha / beta), eV: 9.43 / 7.39
Energy above the lowest of the compared OMol25 structures with the same formula, charge and spin, kcal/mol: 130.73